(1)
Here is the molecule C5H6O2 from the OMol25 dataset. Energies are from ωB97M-V/def2-TZVPD.

Element x y z (Å)
C 2.5489 -0.9036 0.0415
C 1.4160 -0.5700 -0.1919
C 0.0417 -0.1430 -0.4658
C -0.0443 1.4015 -0.4803
O -0.0136 2.0611 0.5300
C -0.9711 -0.6517 0.5748
O -2.2377 -0.1144 0.2689
H 3.5601 -1.1756 0.2542
H -0.2741 -0.5215 -1.4466
H -0.1943 1.8964 -1.4610
H -0.6308 -0.3854 1.5844
H -1.0677 -1.7392 0.5199
H -2.1331 0.8454 0.2717

Summary:
Structure (SMILES): C#C[C@H](C=O)CO
Spin multiplicity: 1



(2)
Here is the molecule C5H6O2 from the OMol25 dataset. Energies are from ωB97M-V/def2-TZVPD.

Element x y z (Å)
C -1.4472 -0.0596 -0.4540
C -0.2412 -0.3454 0.0175
C 0.1142 -1.7524 0.4735
C 0.8072 0.6491 -0.0510
O 1.9590 0.2854 0.0226
C 0.7045 2.2582 -0.1154
O 0.5149 2.9224 0.8276
H -1.7215 0.7515 -0.9757
H -2.2371 -0.8018 -0.6205
H -0.6762 -2.1556 1.2633
H 0.9649 -1.6379 1.0750
H 0.2185 -2.6014 -0.2817
H 1.0400 2.4875 -1.1812

Summary:
Structure (SMILES): C=C(C)C(=O)C=O
Spin multiplicity: 1



(3)
Here is the molecule C5H6O2 from the OMol25 dataset. Energies are from ωB97M-V/def2-TZVPD.

Element x y z (Å)
C 0.1050 -1.4468 2.4565
C 0.2610 -0.7655 1.4709
C -0.1585 -0.1054 0.2033
C -0.1113 1.4301 0.1979
O 0.7119 -0.6402 -0.8321
C 0.3551 -0.4861 -2.1094
O -0.6424 0.0529 -2.5130
H -0.1232 -2.0839 3.2910
H -1.1754 -0.4311 0.0001
H 0.9176 1.8222 0.2067
H -0.6364 1.7941 1.0884
H -0.6277 1.7963 -0.6998
H 1.1242 -0.9366 -2.7605

Summary:
Structure (SMILES): C#C[C@@H](C)OC=O
Spin multiplicity: 1



(4)
Here is the molecule C5H6O2 from the OMol25 dataset. Energies are from ωB97M-V/def2-TZVPD.

Element x y z (Å)
C 0.9861 1.0294 0.8185
C 1.0419 -0.3725 0.2822
O 0.0454 -1.3211 0.6729
C 0.0744 -0.9259 -0.6838
C -1.1712 -0.2312 -1.1084
C -2.0997 -0.0175 -0.1913
O -2.9120 0.1794 0.6163
H 1.2507 1.0429 1.8803
H 1.7141 1.6423 0.2724
H -0.0058 1.4753 0.6935
H 2.0329 -0.8311 0.2761
H 0.4609 -1.6628 -1.3908
H -1.4176 -0.0072 -2.1379

Summary:
Structure (SMILES): C[C@H]1O[C@H]1C=C=O
Spin multiplicity: 1



(5)
Here is the molecule C5H6O2 from the OMol25 dataset. Energies are from ωB97M-V/def2-TZVPD.

Element x y z (Å)
C 1.0787 2.0958 0.2815
C 0.2899 1.1048 -0.0690
C -0.8604 0.4391 -0.1244
C -2.0258 -0.0991 -0.0537
O -2.3082 -1.4145 0.0867
C 0.8678 -0.6286 -0.4300
O 0.8008 -1.4999 0.6276
H 2.1531 1.9779 0.3008
H 0.6400 3.0476 0.5498
H -3.2132 -1.4872 0.4097
H 1.8933 -0.2940 -0.5862
H 0.4590 -1.0021 -1.3721
H 0.2250 -2.2396 0.3793

Summary:
Structure (SMILES): C=C(C#CO)CO
Spin multiplicity: 1



(6)
Here is the molecule C5H6O2 from the OMol25 dataset. Energies are from ωB97M-V/def2-TZVPD.

Element x y z (Å)
C 1.5060 0.5347 0.8819
C 0.4452 -0.4935 0.5918
O -1.3300 0.4273 0.9034
C -1.9423 0.4045 -0.2832
O -3.0122 0.8879 -0.6182
C -1.0786 -0.3248 -1.2761
C 0.0767 -0.7404 -0.7818
H 1.0309 1.0996 1.6785
H 2.4726 0.1554 1.2578
H 1.6907 1.2001 0.0335
H 0.6193 -1.4494 1.1355
H -1.3981 -0.4402 -2.3037
H 0.9198 -1.2612 -1.2195

Summary:
Spin multiplicity: 1



Results for relative energy (zero: lowest compared OMol25 entry of this formula, charge and spin): 251.5 229.0 204.3 191.4 569.7 224.9 (in kJ/mol, following the order of the records).
Results for E_LUMO: 0.53 -0.03 0.88 0.93 0.37 -0.36 (in eV, following the order of the records).
Results for max |F|: 0.634 4.544 1.315 0.732 3.686 1.821 (in eV Å⁻¹, following the order of the records).